Molecular formula: C5H33N3O10
Method: DFT, ωB97M-V/def2-TZVPD

Positions of all 51 atoms, in Å:
C: 0.2006 1.9101 3.0027
C: 0.9194 0.7594 2.2892
N: 2.2105 1.3036 1.8496
C: 0.2083 0.3569 0.9446
C: 0.1998 -1.1862 0.7543
N: 1.4171 -1.8319 0.3342
C: 2.2718 -1.5275 -0.5591
N: 2.2573 -0.6942 -1.6358
H: 0.8266 2.3903 3.7685
H: -0.7766 1.7829 3.4664
H: 0.1245 2.7701 2.3306
H: 1.0612 -0.0278 3.0410
H: 2.6744 0.6968 1.1906
H: 2.7674 1.7040 2.5866
H: 0.6744 0.8676 0.1129
H: -0.8192 0.6776 1.1167
H: 0.0601 -1.5657 1.7795
H: -0.7602 -1.4167 0.2950
H: 3.1348 -2.1944 -0.6325
H: 1.7489 0.1791 -1.7675
H: 3.1066 -0.5719 -2.1675
O: 0.8936 -4.8363 0.2814
H: 1.6119 -4.2030 0.2907
H: -0.0053 -4.6120 0.4858
O: 0.9397 3.5674 0.3919
H: 0.1925 2.9760 0.2719
H: 1.7611 3.1035 0.5743
O: -3.5397 0.6707 2.1394
H: -4.3016 0.6006 2.7224
H: -3.4780 -0.2120 1.7749
O: 2.4522 1.9183 -1.4991
H: 2.5888 2.8274 -1.7930
H: 2.7010 2.0339 -0.5779
O: -0.5180 0.1885 -3.0699
H: -0.5015 0.3578 -4.0244
H: 0.1016 0.9132 -2.8626
O: 0.0348 3.0791 -2.9796
H: -0.6393 2.7790 -2.3531
H: -0.0326 4.0293 -3.0529
O: -2.5075 -3.2603 1.2358
H: -1.9996 -4.0714 1.4136
H: -3.3511 -3.6682 1.5109
O: -2.0011 1.9612 -1.5165
H: -2.8579 1.6302 -1.2407
H: -1.5766 1.2904 -2.0896
O: -2.6374 -0.9339 -0.4527
H: -3.1123 -1.7595 -0.2971
H: -1.9023 -1.2507 -0.9902
O: -0.8761 -3.3044 -2.4182
H: -0.8548 -3.4459 -1.4724
H: -0.0926 -2.7510 -2.5029

Cartesian forces, eV/Å:
0.36 1.49 0.00
0.16 1.24 -0.63
-0.07 0.52 -0.27
-0.14 -1.22 2.01
-0.14 1.03 1.26
0.64 -0.13 -0.03
-0.69 -0.77 -0.50
-0.05 0.99 -0.81
0.19 -0.63 0.24
-0.01 -0.72 -0.23
-0.32 -0.34 -0.22
-0.21 -0.46 -0.59
0.45 -0.26 0.58
0.42 -0.40 0.00
-0.11 0.27 -0.13
-0.17 -0.04 -0.68
-0.21 -0.01 -0.24
0.71 -0.55 -0.61
0.11 0.09 0.20
-0.26 -0.75 0.82
0.21 -0.48 0.34
0.59 -2.33 -0.62
-1.03 1.12 0.44
0.32 1.21 0.23
-0.12 1.60 -0.42
0.42 -0.41 -0.03
-0.71 -0.64 0.50
-0.24 0.08 0.25
-0.01 0.23 0.11
0.36 -0.26 -0.43
0.67 0.89 -0.06
-0.50 -0.01 -0.55
-0.03 -0.62 0.35
0.76 0.86 -0.49
-0.58 -0.56 -0.09
0.10 -0.24 0.45
0.41 -0.57 -0.34
-0.21 0.82 0.09
-0.17 0.19 0.16
-0.59 -1.62 0.55
0.62 0.60 -0.19
-0.15 0.85 -0.24
0.56 0.20 -0.16
0.04 -0.28 0.05
-0.91 -0.30 0.35
-0.45 -0.13 -0.24
-0.04 0.06 0.09
-0.03 0.26 -0.38
0.12 0.39 0.11
-0.18 -0.45 0.43
0.14 0.17 -0.47

LUMO energy   -0.01 eV
Highest occupied orbital energy   -8.9 eV
Largest force on an atom   2.5 eV Å⁻¹
SMILES   C[C@H](N)CC/N=C\N.O.O.O.O.O.O.O.O.O.O
2S+1   1

Atomic partial charges in e from the Löwdin method, atoms 1 to 6: number 1, C, carries -0.072; number 2, C, carries -0.396; number 3, N, carries 0.016; number 4, C, carries -0.123; number 5, C, carries -0.225; number 6, N, carries 0.013

Molecular formula: C5H33NO10S2
Method: DFT, ωB97M-V/def2-TZVPD

Positions of all 51 atoms, in Å:
S: 4.4697 0.6342 -0.5353
C: 3.4621 -0.8893 -0.5436
C: 2.5825 -0.9094 0.7297
C: 1.5497 -2.0674 0.7836
N: 0.5407 -1.8628 -0.2603
C: -0.0777 -3.0713 -0.7678
C: -0.6484 -4.0294 0.2408
S: -2.5302 -4.0805 0.1545
H: 3.8314 1.4331 0.3040
H: 2.9015 -0.8749 -1.5465
H: 4.1059 -1.7682 -0.5232
H: 1.9925 0.0548 0.8521
H: 3.2361 -0.8378 1.6029
H: 1.2242 -2.1691 1.8163
H: 2.0548 -3.0341 0.5779
H: -0.2643 -1.2523 0.0752
H: -0.7675 -2.6572 -1.5786
H: 0.7296 -3.6371 -1.2525
H: -0.3632 -5.0450 0.0939
H: -0.3954 -3.8095 1.3084
H: -2.8265 -3.0166 0.8951
O: 1.6843 2.6079 2.3206
H: 0.8004 2.2538 2.5194
H: 1.6735 3.5710 2.3963
O: -2.4096 2.9811 1.6190
H: -3.2484 3.2991 1.2679
H: -1.8797 2.8744 0.7723
O: -2.6957 0.2498 0.0209
H: -2.9398 0.0717 0.9353
H: -1.7911 0.5580 0.0574
O: -0.6569 1.8936 3.5326
H: -0.9258 2.3855 4.3121
H: -1.2462 2.0190 2.7630
O: -0.2232 1.8719 0.4027
H: 0.3470 1.9015 1.1813
H: 0.2071 2.4421 -0.2540
O: 0.7605 0.2658 -2.0492
H: 0.4651 0.9502 -1.4676
H: 0.9990 -0.6234 -1.7647
O: -1.0968 -0.6932 2.4325
H: -1.2008 -1.0560 3.3399
H: -0.9954 0.2242 2.7559
O: -1.5077 -0.6913 -4.4829
H: -1.2152 -1.4050 -3.8994
H: -2.3823 -0.6017 -4.0755
O: -1.9047 2.0503 -3.4881
H: -1.6323 1.4806 -2.7517
H: -1.5146 1.5238 -4.2009
O: 0.0815 3.6322 -1.8049
H: 0.4371 3.1421 -2.5711
H: -0.7969 3.7111 -2.2456

Cartesian forces, eV/Å:
1.08 -0.36 -0.71
-1.40 0.70 -0.46
-1.10 0.86 -0.25
1.36 0.10 -0.40
-1.39 0.85 1.30
0.88 0.55 -1.44
-2.32 0.76 1.44
0.65 -0.52 -0.02
-0.62 -0.11 0.37
0.64 -0.20 1.76
0.26 0.20 -0.07
0.53 -0.95 -0.60
0.07 -0.60 -0.01
-0.64 0.16 0.07
-0.09 0.42 -0.14
1.61 -0.77 -0.22
0.43 -1.26 1.14
-0.09 0.19 -0.37
0.21 -0.74 -0.39
-0.05 0.12 -1.01
0.20 0.31 0.13
0.48 -0.25 -0.44
0.54 0.84 1.42
-0.36 -0.31 0.03
0.61 0.17 -1.71
-0.22 -0.09 0.39
-0.44 -0.12 1.50
-0.56 -0.22 -0.32
0.19 -0.02 -0.03
0.44 0.21 0.20
0.37 -0.84 -0.60
-0.39 0.18 -0.37
-0.66 0.98 0.83
-0.32 -0.32 -0.22
0.31 0.01 -0.85
-0.07 0.42 -0.03
0.17 0.50 -2.92
0.07 -0.63 1.33
-0.57 0.39 1.53
-0.19 0.35 1.63
0.02 -0.51 -0.93
0.21 -0.23 -0.57
-0.66 -0.52 0.79
0.80 0.05 -0.32
-0.22 0.50 -0.51
0.48 -0.38 0.26
-0.26 0.18 0.13
-0.08 0.17 -0.29
-0.86 -0.59 -1.53
0.82 0.06 0.53
0.12 0.30 0.94

LUMO energy   -0.01 eV
Highest occupied orbital energy   -8.6 eV
Largest force on an atom   3.0 eV Å⁻¹
SMILES   SCCCNCCS.O.O.O.O.O.O.O.O.O.O
2S+1   1

Atomic partial charges in e from the Löwdin method, atoms 1 to 6: number 1, S, carries 0.695; number 2, C, carries -0.556; number 3, C, carries -0.266; number 4, C, carries -0.234; number 5, N, carries -0.104; number 6, C, carries -0.325

Molecular formula: C5H33NO11
Method: DFT, ωB97M-V/def2-TZVPD

Positions of all 50 atoms, in Å:
C: 3.3786 -0.7635 0.7205
C: 2.3869 -0.5214 -0.4517
C: 2.7825 -1.3666 -1.7056
C: 0.9097 -0.8964 -0.1305
N: 0.2314 0.2447 0.5261
C: 0.8612 -2.2016 0.6672
O: -0.4214 -2.8379 0.6754
H: 2.7496 -0.4325 1.5418
H: 4.2547 -0.1655 0.5804
H: 3.6353 -1.8078 0.8736
H: 2.4379 0.5395 -0.6884
H: 2.3564 -0.8485 -2.5462
H: 2.4858 -2.3862 -1.4947
H: 3.8576 -1.2280 -1.8278
H: 0.5150 -0.9226 -1.1452
H: -0.7474 0.2885 0.2733
H: 0.3047 0.1548 1.5424
H: 1.6004 -2.8664 0.2234
H: 1.0062 -1.8840 1.6971
H: -0.7762 -2.8161 -0.2141
O: -2.3554 -2.3225 2.6784
H: -1.6121 -2.1444 2.0778
H: -3.1724 -2.2036 2.1911
O: 0.8915 -0.6745 -3.9691
H: 0.1943 -1.1148 -3.4625
H: 0.4259 -0.4430 -4.7821
O: -3.7524 -0.6238 -0.0875
H: -4.5654 -0.8989 0.3548
H: -3.9729 0.3021 -0.3058
O: -1.8172 -1.2334 -2.1978
H: -2.3368 -0.5664 -1.7271
H: -2.5170 -1.8265 -2.4964
O: -2.7897 0.5383 2.1231
H: -2.7947 0.0137 1.2961
H: -2.6944 -0.1309 2.8121
O: 1.5354 3.6911 -0.7952
H: 1.5502 2.7389 -0.9123
H: 1.1233 4.1023 -1.5552
O: 3.4046 2.8678 1.1121
H: 2.5394 2.5209 1.3634
H: 3.1402 3.6587 0.6231
O: -0.6217 2.4343 -2.0547
H: -0.4609 1.6663 -1.4922
H: -1.5730 2.5244 -2.1497
O: -3.5417 2.2006 -0.3371
H: -2.6449 2.5134 -0.4949
H: -3.7495 2.3599 0.5903
O: 1.2841 0.2565 3.1988
H: 0.6520 0.2339 3.9352
H: 2.0666 0.0556 3.7346

Cartesian forces, eV/Å:
-1.95 0.19 -0.46
0.76 -1.61 -0.22
0.67 2.06 1.39
0.75 1.48 -0.10
0.04 -0.38 -0.08
-0.87 0.83 -0.91
0.06 0.19 0.21
0.83 0.18 0.76
0.50 0.33 0.18
0.04 -0.14 -0.12
-0.18 0.07 -0.06
-0.43 -0.72 -0.48
0.13 -0.28 -0.69
0.15 -0.63 -0.01
-0.61 -0.66 0.10
-0.09 -0.27 0.27
-0.14 0.34 -0.52
0.17 -0.24 0.64
0.63 -0.58 0.12
-0.13 0.07 -0.34
0.07 0.29 0.64
-0.28 -0.42 -0.33
0.14 -0.10 -0.28
-0.65 -0.09 -0.39
0.08 0.08 0.16
0.20 0.13 0.00
-0.68 0.16 -0.36
0.11 -0.32 -0.02
0.39 0.15 -0.08
-0.24 0.04 -0.11
0.22 -0.16 0.09
0.15 -0.13 -0.06
0.09 0.06 -0.18
-0.09 0.27 0.58
0.10 -0.02 0.03
0.52 0.57 0.60
-0.19 0.01 -0.29
-0.20 -0.41 -0.18
-0.25 0.08 0.11
0.11 -0.20 0.13
0.15 -0.06 -0.15
-0.18 0.03 -0.04
0.04 -0.01 0.07
-0.01 -0.15 -0.25
-0.31 -0.23 -0.40
0.02 0.12 0.46
0.35 0.07 0.14
0.11 -0.22 1.63
-0.49 0.20 -0.52
0.40 0.07 -0.68

LUMO energy   -0.17 eV
Highest occupied orbital energy   -9.2 eV
Largest force on an atom   2.6 eV Å⁻¹
SMILES   CC(C)[C@H](N)CO.O.O.O.O.O.O.O.O.O.O
2S+1   1

Atomic partial charges in e from the Löwdin method, atoms 1 to 6: number 1, C, carries -0.056; number 2, C, carries -0.356; number 3, C, carries -0.052; number 4, C, carries -0.350; number 5, N, carries 0.084; number 6, C, carries -0.184

Molecular formula: C5H34N2O12
Method: DFT, ωB97M-V/def2-TZVPD

Positions of all 53 atoms, in Å:
C: -0.4137 2.5922 -2.3883
C: 0.8700 2.4129 -1.5480
N: 0.7110 1.2654 -0.6526
C: 0.2924 1.5929 0.7238
C: 1.8118 0.3162 -0.7555
C: 1.4988 -0.8739 -1.6417
N: 0.4994 -1.7290 -1.2563
O: 2.2511 -1.1920 -2.5534
H: -0.2945 3.5224 -2.9671
H: -1.2789 2.7392 -1.7335
H: -0.5920 1.7490 -3.0245
H: 1.6980 2.2341 -2.2491
H: 1.1232 3.3059 -0.9327
H: 0.7580 2.4838 1.1648
H: -0.7694 1.8252 0.7013
H: 0.5801 0.6980 1.2837
H: 2.1295 -0.0559 0.2213
H: 2.7162 0.7610 -1.2088
H: 0.2534 -2.3735 -1.9999
H: -0.2981 -1.3775 -0.7434
O: -1.9435 -2.2527 2.4782
H: -1.9219 -2.2103 1.5094
H: -2.8461 -2.5801 2.5884
O: -3.0028 -0.3384 -1.5656
H: -2.6714 -0.5836 -2.4648
H: -2.4298 0.4207 -1.3628
O: 2.0586 -0.8157 2.3924
H: 1.2756 -0.5034 2.8641
H: 2.3920 -1.4971 2.9796
O: 0.6914 1.2117 4.6893
H: 0.0275 1.3844 4.0120
H: 1.4852 1.5854 4.2858
O: 0.6124 -1.1211 -4.6811
H: 1.2131 -0.7042 -5.3098
H: 1.2056 -1.3423 -3.9137
O: 2.0576 2.6126 2.0806
H: 2.9706 2.9174 1.9733
H: 2.3020 1.6805 2.2274
O: -1.9907 -0.9764 -4.0176
H: -0.9974 -1.0942 -4.0510
H: -2.3072 -1.5828 -4.6995
O: -4.0189 -0.2280 2.5702
H: -3.1450 -0.1479 2.1809
H: -4.3922 -0.9078 1.9961
O: 3.6944 0.3654 0.3011
H: 3.2776 -0.3100 0.8668
H: 3.5144 -0.0926 -0.5336
O: -3.3435 -2.3640 0.3230
H: -3.5929 -1.7355 -0.3889
H: -3.4214 -3.1644 -0.2162
O: 0.2033 -1.7957 3.9061
H: -0.7335 -1.9690 3.6739
H: 0.2304 -1.7573 4.8658

Cartesian forces, eV/Å:
0.66 1.53 0.90
-0.72 -0.22 -0.02
0.59 -0.15 -0.12
-0.69 0.08 -1.29
-2.92 0.23 -1.79
-0.24 -0.61 1.12
-0.28 0.43 -0.79
0.22 0.07 -0.48
-0.27 -0.39 -0.14
0.05 -0.06 -0.05
0.01 -0.45 -0.43
-0.11 0.04 0.30
-0.25 -0.24 -0.51
-0.75 -0.75 -1.09
-0.50 -0.66 0.24
-0.75 0.33 0.36
-2.86 0.10 -1.06
-1.75 0.50 -0.72
-0.02 -0.15 0.34
0.17 0.20 0.05
-0.32 -0.33 -0.18
0.22 0.02 0.15
0.18 0.17 0.37
0.66 0.35 -0.43
-0.37 -0.12 0.25
-0.37 -0.24 0.21
0.68 0.66 -0.46
-0.25 -0.42 0.22
-0.07 -0.20 0.04
0.19 0.05 -0.38
-0.20 -0.02 0.16
0.00 0.13 0.25
0.69 -0.36 0.54
-0.27 0.02 0.01
-0.15 0.20 -0.65
3.22 -0.06 1.72
-0.04 0.78 0.02
-0.63 -0.11 -0.19
0.92 -0.49 -0.03
-1.03 0.46 -0.37
-0.06 0.18 0.17
-0.24 -0.10 -0.32
0.33 0.14 0.24
-0.28 0.05 0.10
4.44 -1.24 2.20
1.25 0.38 1.17
1.92 0.27 0.46
-0.76 -0.28 -1.51
0.51 0.67 0.50
0.15 -0.36 0.58
-0.40 -0.17 0.51
0.46 -0.02 -0.24
0.02 0.16 0.06

LUMO energy   0.16 eV
Highest occupied orbital energy   -8.2 eV
Largest force on an atom   5.1 eV Å⁻¹
SMILES   CCN(C)CC(N)=O.O.O.O.O.O.O.O.O.O.O.O
2S+1   1

Atomic partial charges in e from the Löwdin method, atoms 1 to 6: number 1, C, carries -0.074; number 2, C, carries -0.225; number 3, N, carries -0.172; number 4, C, carries -0.075; number 5, C, carries -0.191; number 6, C, carries -0.461

Molecular formula: C5H34N3O9
Method: DFT, ωB97M-V/def2-TZVPD

Positions of all 51 atoms, in Å:
N: -0.9570 -0.3556 -1.3759
C: -0.6645 -1.7680 -0.9928
C: -0.2591 -1.9992 0.5132
N: 0.7424 -0.9641 0.8674
C: 0.8810 -0.7440 2.3464
C: 1.6808 -1.8203 2.9684
C: 1.4544 0.6976 2.6474
N: 0.5545 1.8177 2.9489
H: -1.9197 -0.1919 -1.0913
H: -0.8333 -0.2325 -2.3905
H: -0.3115 0.3468 -0.9736
H: 0.1886 -2.0626 -1.5819
H: -1.6228 -2.2538 -1.1955
H: 0.2461 -2.9746 0.5247
H: -1.0625 -1.9226 1.2228
H: 1.6379 -1.2172 0.4557
H: -0.1870 -0.7732 2.5796
H: 1.2425 -2.7951 2.7476
H: 2.7621 -1.8307 2.7502
H: 1.7950 -1.7821 4.0608
H: 2.0034 0.5002 3.5886
H: 2.1595 0.9060 1.8565
H: -0.3317 1.6607 2.4660
H: 0.2721 1.8720 3.9214
H: 0.0050 0.1030 -4.3554
H: -0.9706 -0.9324 -4.9979
O: -0.8415 -0.3548 -4.2477
H: 2.4175 0.5830 -1.2715
H: 3.3608 1.7055 -1.8803
O: 3.0845 0.7834 -1.9386
H: -1.3624 4.4234 -1.6364
H: -1.8940 4.4138 -0.1582
O: -1.4897 3.8835 -0.8505
H: 1.4813 -1.0798 -3.7127
H: 1.7986 -2.5751 -3.7242
O: 1.5232 -1.8665 -3.1337
H: 0.0497 2.5307 -0.1900
H: 0.6459 1.1782 0.2832
O: 0.5816 1.7718 -0.4732
H: 2.3197 0.7802 -4.6908
H: 2.0467 0.9263 -3.1942
O: 1.5880 0.7831 -4.0712
H: -2.2648 2.2811 -0.9360
H: -3.6681 1.7708 -0.5057
O: -2.7297 1.5248 -0.5295
H: -3.5799 -1.8079 2.4134
H: -2.7135 -2.4804 3.5246
O: -2.7037 -2.1247 2.6306
H: -1.8417 0.3246 3.6500
H: -2.1349 0.4299 2.1560
O: -2.1793 0.9112 2.9758

Cartesian forces, eV/Å:
0.52 -0.59 0.28
-0.07 -0.11 1.32
1.33 1.13 -1.55
-0.02 0.53 0.00
-0.75 1.58 -1.60
1.01 -1.24 1.47
-0.20 -1.44 2.02
-0.37 -0.50 -1.19
0.09 1.06 -0.21
-0.64 -0.47 -0.26
-0.46 -0.06 0.31
-0.28 -0.48 -0.47
0.62 -0.67 -0.27
-0.69 -0.12 0.19
-0.43 -0.28 0.05
0.03 -0.05 0.17
0.26 -0.06 0.99
0.25 -0.08 -0.08
-0.41 0.15 -0.89
-0.80 0.27 0.00
0.29 0.47 -0.63
0.33 0.45 -0.23
0.26 0.39 0.16
0.40 -0.22 -0.02
0.14 0.18 -0.33
-0.02 -0.15 -0.17
-0.43 0.23 0.44
0.20 0.57 0.24
-0.19 -0.05 0.59
0.18 -0.22 -0.35
-0.05 0.25 0.14
-0.01 0.27 -0.09
0.27 -0.30 -0.09
0.13 -0.25 0.42
0.04 -0.13 0.15
0.18 0.13 -0.46
0.09 0.07 -0.10
0.16 -0.16 0.54
0.02 0.16 -0.22
0.08 0.07 -0.34
-0.16 -0.30 -0.55
0.14 0.24 0.32
-0.24 0.02 0.27
0.42 -0.06 -0.01
-0.56 -0.16 0.00
-0.37 -0.04 0.29
-0.31 0.02 -0.05
0.56 0.00 -0.14
0.02 -0.35 0.15
-0.11 -0.45 -0.41
-0.46 0.76 0.17

LUMO energy   -2.35 eV
Highest occupied orbital energy   -11.6 eV
Largest force on an atom   2.5 eV Å⁻¹
2S+1   1
Charge   +1

Atomic partial charges in e from the Löwdin method, atoms 1 to 6: number 1, N, carries 0.165; number 2, C, carries -0.108; number 3, C, carries -0.151; number 4, N, carries -0.057; number 5, C, carries -0.381; number 6, C, carries -0.069

Question: Which value of highest occupied orbital energy does entry 2 give?
Answer: -8.6 eV

Question: What is the formula in the first record?
Answer: C5H33N3O10

Question: Which of these has the highest largest force on an atom?
Answer: C5H34N2O12

Question: The highest largest force on an atom belongs to which entry?
Answer: C5H34N2O12